Record 1
# C14H21F6O6S

3 unconnected molecules or ions with the total composition C14H21F6O6S in a non-equilibrium geometry (ωB97M-V/def2-TZVPD, the Open Molecules 2025 dataset).

Properties
total energy: -54269.4678 eV
charge: +1
HOMO level: -13.18 eV
LUMO energy: -5.5 eV

The geometry in XYZ format:
```
48
Properties=species:S:1:pos:R:3:nbo_charge:R:1
S -0.29 0.08 -1.48 0.991
F -0.70 -3.20 -0.35 -0.318
F 1.69 5.02 5.43 -0.303
F -0.27 5.59 4.70 -0.305
F -0.22 -4.90 0.89 -0.292
F -0.07 4.58 6.61 -0.295
F 1.37 -3.69 0.05 -0.306
O -0.31 -1.60 1.91 -0.585
O 0.11 2.20 5.19 -0.526
O -1.37 -0.07 -6.39 -0.520
O 0.70 -3.37 2.90 -0.458
O -1.29 0.77 -2.66 -0.585
O 0.45 3.41 3.30 -0.480
C 0.06 0.24 -6.61 -0.097
C 2.59 0.41 -2.75 -0.032
C 1.47 0.39 -2.04 -0.350
C 0.14 -3.63 0.62 0.898
C -1.80 0.56 -5.15 -0.091
C 0.79 -2.62 4.13 -0.082
C 0.84 -1.20 -6.49 -0.657
C -0.52 -2.70 4.90 -0.639
C 0.41 4.61 5.34 0.899
C 0.29 3.26 4.64 0.691
C 0.12 -2.73 1.86 0.702
C -1.03 1.81 2.23 -0.630
C 0.40 2.20 2.53 -0.078
C -1.25 -0.17 -3.81 -0.157
H 0.23 0.60 -7.71 0.221
H 0.45 1.02 -5.85 0.175
H 1.82 -1.09 -5.91 0.201
H -1.57 1.58 3.15 0.247
H 0.13 -1.92 -5.91 0.220
H -1.55 1.70 -5.12 0.199
H -2.03 -1.00 -3.55 0.224
H 3.42 0.43 -3.57 0.322
H 1.59 -3.07 4.71 0.211
H -0.43 0.72 -0.25 0.227
H -0.80 -3.75 5.06 0.225
H 0.94 1.39 3.03 0.206
H -0.23 -0.67 -3.96 0.223
H 1.08 -1.58 3.93 0.195
H -2.96 0.49 -5.11 0.224
H -1.07 0.94 1.58 0.183
H 1.07 -1.64 -7.55 0.244
H 0.93 2.41 1.59 0.183
H -1.56 2.64 1.75 0.222
H -0.42 -2.20 5.86 0.237
H -1.33 -2.24 4.34 0.216
```

=====

Record 2
# C14H21I2N5ORuS2

A molecular structure, C14H21I2N5ORuS2 (ωB97M-V/def2-TZVPD, the Open Molecules 2025 dataset).

Properties
ΔE to the lowest compared entry with this formula, charge and spin: 0.0 kcal/mol
multiplicity: 6
total energy: -64784.7831 eV
charge: +3
HOMO level (alpha / beta): -16.66 / -17.73 eV
LUMO energy (alpha / beta): -8.5 / -11.7 eV

The geometry in XYZ format:
```
46
Properties=species:S:1:pos:R:3:nbo_charge:R:1
I 3.20 0.86 0.78 0.290
I 1.19 -0.88 3.03 0.268
Ru 0.30 0.14 0.48 0.991
S -0.46 2.45 0.55 -0.306
S -4.50 -0.76 1.55 0.541
O 0.90 -1.50 -0.57 -0.795
N -2.11 -0.16 0.62 -0.582
N 1.83 -3.58 -0.75 -0.313
N -2.47 0.40 2.84 -0.672
N 1.22 4.06 -0.87 -0.545
N 1.00 4.63 1.22 -0.533
C -2.80 -0.63 -0.43 0.334
C 1.87 5.70 0.69 -0.232
C -4.49 -1.66 -2.38 -0.007
C -4.99 -1.56 -1.08 -0.208
C -2.33 -0.72 -1.77 -0.225
C -3.17 -1.22 -2.71 -0.161
C 0.93 -4.24 0.19 -0.430
C 0.67 3.75 0.29 0.379
C 1.75 -2.32 -1.06 0.554
C 2.82 -4.44 -1.41 -0.413
C -2.90 -0.13 1.72 0.311
C -4.15 -1.04 -0.13 -0.186
C 1.99 5.32 -0.80 -0.232
C 3.15 -0.17 2.62 -0.704
H 1.53 6.06 -1.46 0.241
H 2.31 -5.16 -2.05 0.238
H 1.52 -4.65 1.02 0.237
H 3.50 -3.84 -2.01 0.231
H -1.56 0.84 2.88 0.437
H 3.02 5.15 -1.12 0.235
H 2.47 -1.96 -1.79 0.182
H 3.80 -1.04 2.56 0.258
H -1.34 -0.37 -2.04 0.241
H 0.42 -5.05 -0.31 0.242
H -5.12 -2.06 -3.16 0.262
H 3.44 0.50 3.41 0.262
H -2.85 -1.30 -3.75 0.263
H 0.21 -3.52 0.57 0.220
H -6.00 -1.87 -0.85 0.274
H 0.65 4.58 2.16 0.443
H 3.39 -4.98 -0.65 0.237
H -3.06 0.46 3.67 0.451
H 1.04 3.54 -1.71 0.439
H 1.40 6.67 0.84 0.245
H 2.83 5.69 1.20 0.234
```

=====

Record 3
# C14H21N2O2PPtS2

A molecular structure, C14H21N2O2PPtS2 in a non-equilibrium geometry (ωB97M-V/def2-TZVPD, the Open Molecules 2025 dataset).

Properties
ΔE to the lowest compared entry with this formula, charge and spin: 59.9 kcal/mol
multiplicity: 2
total energy: -56133.8813 eV
charge: +1
HOMO level (alpha / beta): -11.22 / -10.81 eV
LUMO energy (alpha / beta): -5.2 / -5.2 eV

The geometry in XYZ format:
```
43
Properties=species:S:1:pos:R:3:nbo_charge:R:1
Pt -0.50 -0.24 0.10 0.709
S -2.09 1.35 -1.21 -0.547
S -0.52 -1.94 1.58 -0.331
P -2.59 0.75 0.64 1.697
O -2.39 1.93 1.66 -0.844
O -4.14 0.46 0.55 -0.807
N 0.86 3.33 2.16 -0.496
N 0.48 1.31 1.42 -0.578
C 1.96 1.25 -3.21 -0.229
C 2.19 -0.97 -1.55 -0.056
C -3.18 3.15 1.57 -0.061
C 3.33 -0.31 -1.97 -0.251
C -4.91 -0.17 1.62 -0.066
C 0.57 2.56 3.27 -0.090
C -6.33 0.32 1.51 -0.630
C 0.82 0.60 -2.79 -0.120
C 3.22 0.79 -2.81 -0.116
C 0.92 -0.55 -1.97 -0.224
C 0.33 1.31 2.79 -0.069
C -3.62 3.56 2.95 -0.629
C -0.25 -1.37 -1.71 -0.411
C 0.78 2.54 1.07 0.209
H -4.85 -1.25 1.48 0.205
H 1.10 4.30 2.16 0.436
H -6.74 0.05 0.53 0.231
H -2.54 3.90 1.11 0.200
H -0.15 0.94 -3.11 0.234
H -4.36 2.86 3.35 0.215
H -0.08 -2.39 -1.39 0.243
H 0.57 2.95 4.27 0.241
H 0.08 0.42 3.34 0.242
H -6.94 -0.13 2.29 0.237
H -1.13 -1.22 -2.32 0.242
H 0.98 2.88 0.07 0.226
H 2.27 -1.84 -0.90 0.226
H -4.47 0.09 2.59 0.187
H -2.76 3.57 3.63 0.222
H 4.31 -0.66 -1.67 0.237
H -4.06 4.56 2.92 0.235
H -6.37 1.41 1.61 0.215
H -4.03 2.99 0.91 0.198
H 4.11 1.29 -3.17 0.233
H 1.88 2.10 -3.87 0.235
```

=====

Record 4
# C14H21N7

7 unconnected molecules or ions with the total composition C14H21N7 (ωB97M-V/def2-TZVPD, the Open Molecules 2025 dataset).

Properties
ΔE to the lowest compared entry with this formula, charge and spin: 4.0 kcal/mol
total energy: -25287.1009 eV
structure (SMILES): CC#N.CC#N.CC#N.CC#N.CC#N.CC#N.CC#N
HOMO level: -11.62 eV
LUMO energy: 0.0 eV

The geometry in XYZ format:
```
42
Properties=species:S:1:pos:R:3:nbo_charge:R:1
N 6.23 -1.49 -0.16 -0.326
N 1.62 1.13 -3.54 -0.357
N -0.39 2.17 -0.36 -0.396
N -0.95 -6.09 -1.65 -0.315
N 1.88 -1.23 2.61 -0.393
N -4.77 3.62 0.64 -0.349
N -5.69 -0.80 2.23 -0.326
C -0.59 -5.16 -1.09 0.278
C 0.04 1.11 -0.40 0.342
C 0.59 1.57 -3.79 0.307
C 2.44 -0.60 3.39 0.336
C -0.12 -3.97 -0.39 -0.715
C -3.84 4.13 0.19 0.295
C -2.64 4.74 -0.38 -0.739
C 3.14 0.19 4.39 -0.726
C 3.81 -2.46 -0.24 -0.734
C -4.74 -0.32 1.79 0.288
C -0.73 2.10 -4.08 -0.726
C -3.53 0.27 1.25 -0.719
C 0.57 -0.25 -0.50 -0.739
C 5.17 -1.92 -0.20 0.286
H 0.86 -3.68 -0.76 0.247
H -2.85 5.08 -1.39 0.248
H -0.26 -0.94 -0.35 0.244
H -1.86 3.98 -0.42 0.287
H -0.64 2.97 -4.74 0.258
H -3.07 0.95 1.96 0.258
H 3.24 -2.08 0.62 0.266
H 0.97 -0.37 -1.51 0.274
H -2.80 -0.52 1.05 0.235
H -1.36 1.33 -4.51 0.257
H -1.17 2.46 -3.15 0.263
H -0.81 -3.17 -0.67 0.244
H -0.11 -4.13 0.68 0.262
H -3.73 0.83 0.34 0.262
H 3.31 -2.15 -1.15 0.251
H 4.18 0.34 4.10 0.265
H 3.84 -3.54 -0.14 0.255
H -2.32 5.55 0.26 0.254
H 3.10 -0.34 5.34 0.262
H 1.32 -0.47 0.26 0.276
H 2.68 1.18 4.48 0.261
```

=====

Record 5
# C14H21NO4

2 unconnected molecules or ions with the total composition C14H21NO4 in a non-equilibrium geometry (ωB97M-V/def2-TZVPD, the Open Molecules 2025 dataset).

Properties
ΔE to the lowest compared entry with this formula, charge and spin: 377.5 kcal/mol
total energy: -24525.0188 eV
HOMO level: -7.84 eV
LUMO energy: 0.7 eV

The geometry in XYZ format:
```
40
Properties=species:S:1:pos:R:3:nbo_charge:R:1
O -0.25 -2.43 0.27 -0.546
O 3.53 -2.92 3.95 -0.474
O -1.97 3.62 -3.93 -0.535
O 0.61 0.38 -0.53 -0.772
N -1.80 1.70 -2.06 -0.457
C -0.80 2.93 -3.79 -0.074
C -1.70 1.21 -0.80 -0.130
C 2.39 -3.78 2.29 -0.224
C -0.71 2.41 -2.58 -0.283
C 1.06 -1.22 2.20 -0.337
C -0.83 -0.15 -0.80 -0.046
C 1.40 -3.60 1.30 -0.173
C -3.10 2.45 -2.19 -0.283
C 3.96 -1.87 5.01 -0.301
C 0.68 -2.21 1.47 0.273
C -1.03 -1.07 0.15 -0.053
C 2.67 -2.61 3.14 0.345
C 2.19 -1.35 2.97 -0.374
C -3.12 2.89 -3.77 -0.069
H -0.59 -0.50 -1.77 0.221
H -3.05 3.37 -1.73 0.199
H -3.19 1.98 -4.54 0.169
H 2.85 -4.59 2.39 0.192
H -1.37 1.73 -0.12 0.159
H 2.07 -0.54 3.90 0.222
H -3.84 1.65 -2.35 0.235
H -1.30 -0.70 1.24 0.215
H 0.22 3.54 -4.16 0.195
H 0.95 -4.51 0.73 0.242
H 0.23 1.92 -2.27 0.253
H -0.61 3.23 -1.83 0.138
H -2.80 0.64 -0.63 0.194
H -2.32 -1.72 -0.17 0.168
H 1.13 -0.29 -0.26 0.457
H -3.76 3.76 -3.94 0.205
H 3.12 -1.74 5.75 0.209
H 4.79 -2.40 5.62 0.212
H 4.37 -0.96 4.36 0.227
H 0.63 -0.35 1.90 0.233
H -0.71 2.10 -4.42 0.165
```

=====

Record 6
# C14H21NPV

A molecular structure, C14H21NPV in a non-equilibrium geometry (ωB97M-V/def2-TZVPD, the Open Molecules 2025 dataset).

Properties
multiplicity: 2
total energy: -51313.0039 eV
charge: +1
HOMO level (alpha / beta): -10.62 / -11.01 eV
LUMO energy (alpha / beta): -3.0 / -2.9 eV

The geometry in XYZ format:
```
38
Properties=species:S:1:pos:R:3:nbo_charge:R:1
V 0.89 -1.51 0.02 0.511
P -1.07 -2.90 -0.34 0.195
N -1.71 1.62 -1.07 -0.344
C 1.48 -1.39 -1.70 -0.293
C -0.73 0.72 1.02 -0.054
C 1.11 0.30 2.54 -0.187
C 0.71 1.41 3.31 -0.182
C 1.78 -3.14 -0.10 -0.293
C 2.49 -0.61 -1.04 -0.355
C -0.41 2.16 2.94 -0.218
C -0.47 2.35 -1.43 -0.423
C -2.52 1.32 -2.29 -0.414
C 2.93 -2.49 0.41 -0.302
C 3.28 -1.20 -0.02 -0.209
C -1.44 0.36 -0.26 -0.237
C -1.12 1.83 1.79 -0.246
C 0.34 -0.07 1.44 -0.403
H 1.26 1.68 4.21 0.224
H -0.87 -0.32 -0.93 0.224
H -3.42 0.77 -1.99 0.234
H 1.50 -4.17 0.12 0.216
H 0.15 1.71 -2.06 0.231
H -2.43 -0.08 -0.08 0.226
H 2.00 -0.27 2.80 0.215
H 2.70 0.41 -1.37 0.230
H -1.93 0.71 -2.98 0.232
H -2.06 -2.91 0.70 0.043
H 4.15 -0.69 0.39 0.250
H -2.28 2.23 -0.46 0.439
H -2.79 2.27 -2.76 0.237
H -0.77 3.25 -1.96 0.230
H 0.05 2.60 -0.51 0.260
H 3.56 -2.99 1.15 0.249
H 1.13 -1.25 -2.72 0.206
H -1.91 -2.84 -1.50 0.042
H -0.72 3.01 3.55 0.228
H -0.84 -4.31 -0.36 0.059
H -1.99 2.44 1.51 0.180
```